The following is a DFT calculation (wB97M-V/def2-TZVPD) of a structure of composition C37H77KN2O11PdS4 in a non-equilibrium geometry.

**Charge**: +1
**Multiplicity**: 4
**Orbital gap (alpha / beta)**: 2.58 / 1.95 eV
**<S²>**: 3.76
**E_HOMO (alpha / beta)**: -5.41 / -8.80 eV
**Molecular weight**: 999.81 g mol⁻¹

Positions of all 133 atoms, in Å:
1 K 2.76972 -4.44885 0.96662
2 Pd 4.64003 -3.00330 -2.05102
3 C 0.43322 -1.81659 -0.19062
4 C 1.86155 -1.41139 -0.62176
5 C 2.38301 -0.29575 0.34270
6 O 2.85099 -2.33715 -0.93476
7 H 0.49348 -2.71993 0.41638
8 H -0.16374 -2.04542 -1.07345
9 H -0.11573 -1.01347 0.30106
10 H 1.86767 -0.89291 -1.58053
11 H 3.33731 0.11184 0.00907
12 H 2.53991 -0.94838 1.20151
13 H 1.76985 0.60085 0.43341
14 C 0.43970 -5.19556 -2.76006
15 C -0.45285 -4.22036 -3.60368
16 C 0.61994 -3.13325 -4.10468
17 S 2.20311 -4.03354 -4.35518
18 O 3.37076 -3.49902 -3.67570
19 O 2.46111 -4.38301 -5.78634
20 C 1.73330 -5.61784 -3.49399
21 H -0.21978 -6.05749 -2.65869
22 H 0.66058 -4.76845 -1.78185
23 H -1.25781 -3.73655 -3.05047
24 H -0.88077 -4.69157 -4.48852
25 H 0.69725 -2.48849 -3.22924
26 H 0.46948 -2.43300 -4.92633
27 H 2.58645 -6.07175 -2.98980
28 H 1.34800 -6.33392 -4.21985
29 C 2.62585 -0.98081 5.73392
30 C 2.21264 -2.46572 5.83342
31 C 0.84211 -2.59277 5.15732
32 S 1.05784 -1.62866 3.56124
33 O -0.23052 -0.84664 3.30584
34 O 1.76291 -2.58456 2.73309
35 C 2.35764 -0.41189 4.30738
36 H 3.65152 -0.68181 5.94999
37 H 1.93981 -0.47202 6.41110
38 H 2.31189 -2.88457 6.83483
39 H 3.03309 -2.93159 5.28762
40 H 0.09415 -2.06883 5.75243
41 H 0.39259 -3.49943 4.75235
42 H 1.80851 0.52943 4.28597
43 H 3.10052 -0.33113 3.51383
44 C -1.51101 5.36255 2.80295
45 C -0.90492 4.51292 3.92024
46 C -1.43823 3.03547 3.51010
47 S -1.21219 3.02406 1.64208
48 O -2.06919 2.00001 1.01012
49 O 0.25252 2.93143 1.33097
50 C -1.78675 4.73630 1.42337
51 H -0.79190 6.17801 2.72548
52 H -2.28289 6.02456 3.19542
53 H -1.33301 5.08401 4.74407
54 H 0.18080 4.57849 3.99113
55 H -2.52707 3.00262 3.54826
56 H -1.06521 2.12655 3.98214
57 H -2.84129 4.74061 1.14766
58 H -1.15956 4.97525 0.56452
59 C 6.79548 3.21403 -1.21094
60 C 5.29097 3.07532 -1.41161
61 C 4.79060 3.76406 -2.69702
62 S 5.82151 5.31865 -2.69355
63 O 5.12110 6.21132 -1.83655
64 O 6.20496 5.73068 -4.05677
65 C 7.18004 4.64891 -1.76724
66 H 7.31097 2.55268 -1.90734
67 H 7.02243 2.94430 -0.17950
68 H 4.72394 3.60279 -0.64457
69 H 5.07390 2.01172 -1.31302
70 H 3.73161 3.90596 -2.91267
71 H 5.12825 3.13774 -3.52273
72 H 7.68910 5.39046 -1.15156
73 H 8.03771 4.66002 -2.43982
74 C 1.35647 2.18717 -2.39564
75 C 0.67836 2.23395 -3.76632
76 C -0.16645 0.98242 -4.03449
77 C -1.49105 1.02792 -3.21127
78 C -2.31457 2.24286 -3.66280
79 C -1.57741 3.63204 -3.37440
80 N -0.11784 3.53494 -3.97814
81 O 0.52445 4.77012 -4.06501
82 C -2.26625 4.73771 -4.19508
83 C -1.60764 3.92729 -1.85441
84 C 1.63813 2.24628 -4.88685
85 H 1.66911 3.09285 -1.87594
86 H 2.12168 1.42551 -2.24586
87 H 0.67993 2.00557 -1.56052
88 H -0.41714 0.85651 -5.08777
89 H 0.27959 0.10085 -3.57407
90 H -1.40751 1.06607 -2.12515
91 H -2.03580 0.09527 -3.35797
92 H -3.20130 1.98264 -3.08480
93 H -2.46342 2.09599 -4.73256
94 H -1.66207 5.59158 -3.88853
95 H -2.19680 4.63104 -5.27762
96 H -3.32989 4.86746 -3.99521
97 H -1.14149 3.17168 -1.22208
98 H -0.93133 4.76103 -1.66574
99 H -2.58941 4.25225 -1.51000
100 H 2.38239 3.01203 -4.66824
101 H 1.09410 2.29775 -5.82998
102 H 2.23100 1.33580 -4.97400
103 H 0.50652 4.82568 -5.02323
104 C -4.30186 -1.15204 3.85026
105 C -4.81805 -2.06983 2.74807
106 C -3.78265 -1.74522 1.54945
107 C -3.27968 -2.85230 0.70387
108 C -2.53143 -3.72432 1.70924
109 C -3.38783 -4.31423 2.95681
110 N -4.70431 -3.57410 3.11090
111 O -5.51516 -3.90547 4.20065
112 C -3.60996 -5.77664 2.64220
113 C -2.55677 -4.12658 4.23767
114 C -6.25941 -1.91774 2.20524
115 H -3.21618 -1.22870 3.79087
116 H -4.44852 -1.35864 4.91041
117 H -4.71149 -0.14507 3.77085
118 H -4.41787 -1.21613 0.83906
119 H -2.90784 -1.10961 1.68658
120 H -2.78334 -2.42001 -0.16497
121 H -4.11690 -3.48762 0.41484
122 H -1.67480 -3.19884 2.13133
123 H -2.10886 -4.57361 1.17236
124 H -2.66838 -6.28506 2.84965
125 H -4.51268 -6.24432 3.03521
126 H -3.72047 -5.85389 1.56056
127 H -2.83241 -4.72405 5.10667
128 H -1.52755 -4.47288 4.14339
129 H -2.60411 -3.12130 4.65630
130 H -6.44704 -0.87849 1.93534
131 H -7.01849 -2.29742 2.88915
132 H -6.35814 -2.58234 1.34695
133 H -6.26114 -4.38001 3.82658